*w*
Formula: C3H6N4O
Source: the Open Molecules 2025 dataset
Level of theory: ωB97M-V with the def2-TZVPD basis set

```
14
Properties=species:S:1:pos:R:3:mulliken_charge:R:1
H 0.018 2.559 -0.176 0.25
N 0.909 2.050 0.124 -0.66
C 0.750 0.758 -0.174 0.28
C 1.810 -0.151 0.311 -0.05
N 1.423 -1.350 0.230 -0.28
O 0.147 -1.401 -0.241 -0.18
N -0.289 -0.038 -0.617 0.14
N -1.616 0.193 -0.538 -0.38
C -2.216 -0.102 0.761 -0.69
H 2.852 0.036 0.531 0.40
H -2.006 -0.197 -1.442 0.28
H -1.618 0.519 1.537 0.26
H -3.187 0.375 0.697 0.32
H -2.289 -1.109 1.006 0.29
```

HOMO energy, eV: -8.8855
Charge: 0
SMILES string: [H]/N=c1/cnon1NC
LUMO energy, eV: 0.819

***

*x*
Formula: C3H6N4O
Source: the Open Molecules 2025 dataset
Level of theory: ωB97M-V with the def2-TZVPD basis set

```
14
Properties=species:S:1:pos:R:3:mulliken_charge:R:1
C -1.483 1.185 0.064 -0.95
N -0.179 0.742 0.019 0.66
N 0.761 1.627 0.064 -0.28
N 1.982 1.106 0.218 -0.58
C 1.869 -0.228 0.084 0.33
O 2.765 -1.024 0.020 -0.54
C 0.370 -0.608 -0.243 0.30
N -0.222 -1.722 0.412 -0.59
H -1.896 0.979 1.022 0.34
H -1.298 2.255 -0.016 0.39
H -2.069 0.843 -0.891 0.28
H 0.502 -0.680 -1.426 0.19
H -1.200 -1.793 0.399 0.21
H 0.100 -2.682 0.273 0.23
```

HOMO energy, eV: -9.2431
Charge: 0
SMILES string: CN1N=NC(=O)[C@H]1N
LUMO energy, eV: -0.302

***

*y*
Formula: C3H6N4O
Source: the Open Molecules 2025 dataset
Level of theory: ωB97M-V with the def2-TZVPD basis set

```
14
Properties=species:S:1:pos:R:3:mulliken_charge:R:1
N -2.531 0.130 0.422 -0.57
C -1.667 -0.618 -0.428 -0.68
C -0.185 -0.286 -0.271 0.50
N 0.559 -1.326 -0.056 0.19
N 1.883 -1.043 0.224 -0.62
N 1.894 0.284 0.164 -0.30
C 0.722 0.708 -0.135 0.23
O 0.227 1.978 -0.059 -0.51
H -2.525 -0.272 1.380 0.23
H -2.322 1.145 0.339 0.26
H -2.223 -0.426 -1.358 0.24
H -1.868 -1.631 -0.065 0.36
H 0.196 -2.354 0.117 0.29
H 1.073 2.575 -0.215 0.37
```

HOMO energy, eV: -8.9206
Charge: 0
SMILES string: NCc1[nH]nnc1O
LUMO energy, eV: 0.739

***

Short version: *y* is the most stable of them.

***

*w*
Formula: H4O2
Source: the Open Molecules 2025 dataset
Level of theory: ωB97M-V with the def2-TZVPD basis set

```
6
Properties=species:S:1:pos:R:3:mulliken_charge:R:1
O 2.515 -0.091 0.092 -0.66
H 2.809 0.798 -0.350 0.33
H 1.634 -0.184 -0.359 0.33
O -2.329 0.026 -0.080 -0.62
H -3.039 -0.663 0.042 0.31
H -2.890 0.567 0.572 0.32
```

HOMO energy, eV: -11.3259
Charge: 0
SMILES string: O.O
LUMO energy, eV: 0.736

***

*x*
Formula: H4O2
Source: the Open Molecules 2025 dataset
Level of theory: ωB97M-V with the def2-TZVPD basis set

```
6
Properties=species:S:1:pos:R:3:mulliken_charge:R:1
O 1.753 -0.206 -0.067 -0.64
H 0.798 -0.345 -0.105 0.37
H 1.941 0.688 -0.221 0.29
O -1.320 -0.098 -0.199 -0.71
H -1.833 -0.822 0.260 0.34
H -1.339 0.782 0.333 0.35
```

HOMO energy, eV: -11.0892
Charge: 0
SMILES string: O.O
LUMO energy, eV: 0.594

***

Short version: *x* is the most stable of them.

***

*w*
Formula: H4O2
Source: the Open Molecules 2025 dataset
Level of theory: ωB97M-V with the def2-TZVPD basis set

```
6
Properties=species:S:1:pos:R:3:mulliken_charge:R:1
O -0.170 1.463 1.372 -0.65
H 0.263 1.703 0.560 0.32
H 0.413 0.913 1.944 0.33
O 0.160 -1.531 -1.115 -0.65
H -0.404 -0.838 -0.754 0.32
H -0.261 -1.710 -2.007 0.33
```

HOMO energy, eV: -11.6110
Charge: 0
SMILES string: O.O
LUMO energy, eV: 0.784

***

*x*
Formula: H4O2
Source: the Open Molecules 2025 dataset
Level of theory: ωB97M-V with the def2-TZVPD basis set

```
6
Properties=species:S:1:pos:R:3:mulliken_charge:R:1
O -1.431 0.990 0.564 -0.63
H -1.378 0.183 0.083 0.30
H -1.209 0.615 1.435 0.33
O 1.575 -0.787 -0.973 -0.65
H 1.475 0.191 -0.830 0.34
H 0.967 -1.193 -0.279 0.31
```

HOMO energy, eV: -11.6822
Charge: 0
SMILES string: O.O
LUMO energy, eV: 0.431

***

Short version: *w* is the most stable of them.

***

*w*
Formula: H4O2
Source: the Open Molecules 2025 dataset
Level of theory: ωB97M-V with the def2-TZVPD basis set

```
6
Properties=species:S:1:pos:R:3:mulliken_charge:R:1
O 0.507 1.544 0.222 -0.62
H 0.150 0.660 0.319 0.32
H -0.097 2.069 0.814 0.33
O 0.033 -1.107 -0.554 -0.68
H -0.487 -1.672 -1.141 0.32
H -0.106 -1.494 0.340 0.33
```

HOMO energy, eV: -10.9630
Charge: 0
SMILES string: O.O
LUMO energy, eV: 0.639

***

*x*
Formula: H4O2
Source: the Open Molecules 2025 dataset
Level of theory: ωB97M-V with the def2-TZVPD basis set

```
6
Properties=species:S:1:pos:R:3:mulliken_charge:R:1
O -1.846 0.130 -0.044 -0.63
H -2.386 -0.592 -0.374 0.32
H -1.444 -0.331 0.748 0.32
O 1.883 -0.120 -0.056 -0.63
H 1.126 0.145 0.508 0.31
H 2.404 0.699 -0.080 0.32
```

HOMO energy, eV: -11.5004
Charge: 0
SMILES string: O.O
LUMO energy, eV: 0.692

***

*y*
Formula: H4O2
Source: the Open Molecules 2025 dataset
Level of theory: ωB97M-V with the def2-TZVPD basis set

```
6
Properties=species:S:1:pos:R:3:mulliken_charge:R:1
O -1.185 0.583 -1.198 -0.64
H -1.847 1.132 -1.581 0.31
H -1.630 -0.004 -0.536 0.33
O 1.251 -0.650 1.208 -0.63
H 0.892 -0.147 0.473 0.33
H 2.062 -0.442 1.566 0.30
```

HOMO energy, eV: -11.4049
Charge: 0
SMILES string: O.O
LUMO energy, eV: 0.840

***

*z*
Formula: H4O2
Source: the Open Molecules 2025 dataset
Level of theory: ωB97M-V with the def2-TZVPD basis set

```
6
Properties=species:S:1:pos:R:3:mulliken_charge:R:1
O -2.262 -0.287 -1.275 -0.64
H -1.458 -0.022 -0.828 0.32
H -2.171 -1.233 -1.390 0.32
O 1.695 0.494 0.881 -0.63
H 1.583 0.294 1.810 0.32
H 2.613 0.754 0.801 0.32
```

HOMO energy, eV: -11.3871
Charge: 0
SMILES string: O.O
LUMO energy, eV: 0.803

***

Short version: *z* is the most stable of them.

***

*w*
Formula: H4O2
Source: the Open Molecules 2025 dataset
Level of theory: ωB97M-V with the def2-TZVPD basis set

```
6
Properties=species:S:1:pos:R:3:mulliken_charge:R:1
O 1.512 -0.047 0.008 -0.62
H 0.765 -0.546 -0.228 0.34
H 1.145 0.867 0.122 0.30
O -1.405 -0.030 -0.103 -0.69
H -1.349 0.918 0.189 0.33
H -1.421 -0.629 0.678 0.35
```

HOMO energy, eV: -11.2951
Charge: 0
SMILES string: O.O
LUMO energy, eV: 0.569

***

*x*
Formula: H4O2
Source: the Open Molecules 2025 dataset
Level of theory: ωB97M-V with the def2-TZVPD basis set

```
6
Properties=species:S:1:pos:R:3:mulliken_charge:R:1
O 1.160 -0.016 -0.130 -0.64
H 1.530 -0.729 0.343 0.31
H 1.928 0.504 -0.352 0.31
O -1.820 -0.103 -0.182 -0.65
H -0.849 -0.316 -0.142 0.36
H -1.948 0.660 0.464 0.32
```

HOMO energy, eV: -10.8220
Charge: 0
SMILES string: O.O
LUMO energy, eV: 0.616

***

Short version: *x* is the most stable of them.

***

*w*
Formula: H4O2
Source: the Open Molecules 2025 dataset
Level of theory: ωB97M-V with the def2-TZVPD basis set

```
6
Properties=species:S:1:pos:R:3:mulliken_charge:R:1
O 0.007 -0.039 -1.808 -0.66
H -0.156 0.182 -0.833 0.33
H -0.696 -0.721 -1.942 0.32
O 0.026 0.074 1.611 -0.65
H -0.368 0.448 2.460 0.33
H 0.953 -0.192 1.894 0.33
```

HOMO energy, eV: -11.0746
Charge: 0
SMILES string: O.O
LUMO energy, eV: 0.630

***

*x*
Formula: H4O2
Source: the Open Molecules 2025 dataset
Level of theory: ωB97M-V with the def2-TZVPD basis set

```
6
Properties=species:S:1:pos:R:3:mulliken_charge:R:1
O 1.108 -0.010 -0.120 -0.72
H 1.890 -0.395 0.433 0.34
H 1.327 0.945 -0.065 0.33
O -1.615 0.152 0.004 -0.65
H -0.683 -0.024 0.016 0.39
H -2.028 -0.667 -0.267 0.32
```

HOMO energy, eV: -10.8052
Charge: 0
SMILES string: O.O
LUMO energy, eV: 0.581

***

*y*
Formula: H4O2
Source: the Open Molecules 2025 dataset
Level of theory: ωB97M-V with the def2-TZVPD basis set

```
6
Properties=species:S:1:pos:R:3:mulliken_charge:R:1
O 1.608 -0.136 -0.259 -0.64
H 1.328 0.464 0.479 0.32
H 2.487 -0.485 0.013 0.32
O -2.016 -0.233 -0.152 -0.63
H -2.186 0.593 -0.535 0.31
H -1.221 -0.204 0.454 0.31
```

HOMO energy, eV: -11.3861
Charge: 0
SMILES string: O.O
LUMO energy, eV: 0.590

***

Short version: *x* is the most stable of them.